(1)
The following is a DFT calculation (the ωB97M-V functional and the def2-TZVPD basis) of a 2-piece molecular cluster, C6H15NO overall in a non-equilibrium geometry.

Each line ends with the Mulliken charge.
CARTESIAN COORDINATES (ANGSTROEM)
C (1.7025, -0.2643, 1.2373)  -0.837
C (1.8128, -1.5925, 0.4947)  -0.636
C (0.3995, -2.0210, -0.1130)  0.616
N (-0.4762, -2.5363, 0.8905)  -0.429
O (0.0265, -1.9475, -1.2272)  -0.528
H (1.2684, -0.3134, 2.2202)  0.296
H (1.3157, 0.6069, 0.6189)  0.216
H (2.7751, 0.1280, 1.4174)  0.284
H (2.5210, -1.3446, -0.2610)  0.287
H (2.1589, -2.4279, 1.1213)  0.390
H (-1.4038, -2.7493, 0.5267)  0.243
H (-0.2222, -2.9496, 1.7932)  0.186
C (-0.0413, 1.2542, -1.3516)  -0.798
C (-1.5713, 1.2837, -1.0406)  -0.101
C (-1.8225, 2.2190, 0.0896)  -1.009
H (0.0834, 0.8889, -2.4978)  0.245
H (0.6160, 0.5667, -0.8269)  -0.207
H (0.3440, 2.2436, -1.3340)  0.461
H (-2.1574, 1.5039, -2.0219)  0.270
H (-1.7701, 0.2180, -0.8810)  0.202
H (-1.1186, 1.9487, 0.8783)  0.233
H (-1.6518, 3.2631, -0.2955)  0.279
H (-2.7885, 2.0217, 0.5627)  0.337

Results
F_max	0.0880	hartree/bohr
SMILES	CCC(N)=O.CCC
LUMO level	0.87	eV
energy relative to the best compared isomer or geometry (same formula, charge and spin)	157.9	kJ/mol
Kohn-Sham gap	0.3927	hartree

---

(2)
The following is a DFT calculation (the ωB97M-V functional and the def2-TZVPD basis) of C30H46O2P2Y as an isolated structure in a non-equilibrium geometry.

Each line ends with the Mulliken charge.
CARTESIAN COORDINATES (ANGSTROEM)
Y (-0.1754, 1.2650, -1.0079)  -1.058
C (-0.5776, -2.9259, 1.8623)  0.135
C (0.6496, -2.8784, 1.1486)  1.065
C (0.9072, -1.6695, 3.0833)  0.563
C (-0.4195, -2.1753, 3.0531)  0.896
C (1.5668, -2.0976, 1.9041)  0.322
C (-1.8135, -3.6334, 1.4677)  -1.815
H (-1.6538, -4.2414, 0.5719)  0.399
H (-2.6342, -2.9294, 1.2658)  0.153
H (-2.1546, -4.2997, 2.2724)  0.497
C (-1.4613, -1.9465, 4.0734)  -1.601
H (-2.1682, -2.7861, 4.0988)  0.402
H (-2.0397, -1.0325, 3.8634)  0.195
H (-1.0153, -1.8358, 5.0707)  0.289
C (1.4874, -0.8300, 4.1482)  -1.583
H (1.1127, -1.1381, 5.1331)  0.369
H (1.2224, 0.2288, 4.0098)  0.120
H (2.5805, -0.9103, 4.1503)  0.372
C (2.9662, -1.7750, 1.5535)  -1.422
H (3.6464, -2.0462, 2.3746)  0.464
H (3.1000, -0.6987, 1.3597)  0.114
H (3.2880, -2.3214, 0.6602)  0.375
C (0.9383, -3.5699, -0.1275)  -1.483
H (1.3467, -4.5813, 0.0444)  0.436
H (1.6791, -3.0216, -0.7250)  0.167
H (0.0286, -3.6859, -0.7346)  0.064
C (-1.7340, 1.4776, -2.5115)  -0.225
C (-1.8523, 0.3260, -3.5478)  -0.163
C (-0.6835, -0.2984, -4.3122)  -1.104
C (0.4136, -1.0287, -3.5363)  -1.260
C (0.7843, -0.4775, -2.0953)  1.989
C (1.6200, 0.8522, -2.1867)  -1.658
C (1.0242, 1.9714, -3.1143)  -0.139
C (-0.4283, 2.5347, -2.9248)  -1.385
H (-0.2641, 0.4731, -4.9734)  0.495
H (1.3333, -1.0321, -4.1439)  0.442
H (-1.1541, -1.0157, -5.0028)  0.426
H (-0.7794, 2.9473, -3.8829)  0.527
H (-2.5346, 2.2184, -2.6481)  0.681
H (-2.5523, 0.7077, -4.2993)  0.643
H (-0.4548, 3.3717, -2.1917)  0.465
H (1.7134, 2.8341, -3.0795)  0.606
H (2.4937, 0.5105, -2.7813)  0.761
H (1.0958, 1.6007, -4.1481)  0.271
H (0.1283, -2.0810, -3.4058)  0.535
H (1.5330, -1.1841, -1.7215)  0.213
P (-3.1069, -0.6489, -2.5266)  0.675
C (-4.8302, -0.2583, -2.5706)  -1.217
C (-2.5295, -2.2485, -2.0216)  -0.447
P (3.7437, 0.9767, -1.0026)  0.448
C (-2.2910, 0.5470, -1.3756)  -0.818
C (4.8049, -0.1812, -1.9341)  -1.072
C (4.1376, 2.6034, -1.7373)  -1.126
H (-5.0755, 0.4214, -1.7396)  0.382
H (-5.3916, -1.1976, -2.4448)  0.424
H (-5.0999, 0.2090, -3.5307)  0.417
H (-1.5333, -2.4853, -2.4203)  -0.020
H (-3.2447, -2.9960, -2.4013)  0.561
H (-2.4801, -2.3030, -0.9225)  -0.076
H (3.9152, 2.6970, -2.8119)  0.341
H (5.2060, 2.7607, -1.5210)  0.472
H (3.5521, 3.3657, -1.1920)  0.329
H (-2.9068, 1.0176, -0.5846)  0.725
H (-0.0933, -0.7257, -1.4221)  -0.307
H (5.1974, -0.8610, -1.1490)  0.348
H (5.6330, 0.3724, -2.4076)  0.449
H (4.2395, -0.7935, -2.6587)  0.366
O (-0.2281, 3.0614, 0.5979)  -0.971
C (-0.4222, 2.2434, 1.5764)  1.237
O (-0.4352, 0.9708, 1.3715)  -0.515
C (-0.6763, 2.7604, 2.9449)  -0.099
C (-0.9169, 1.8442, 3.9857)  -0.149
C (-1.1675, 2.3198, 5.2741)  -0.509
C (-1.1993, 3.6933, 5.5246)  -0.429
C (-0.9778, 4.6023, 4.4721)  -0.581
C (-0.7182, 4.1254, 3.1910)  -0.286
H (-0.9109, 0.7858, 3.7487)  0.309
H (-1.3425, 1.6013, 6.0830)  0.429
H (-1.4006, 4.0668, 6.5316)  0.380
H (-1.0114, 5.6740, 4.6569)  0.407
H (-0.5488, 4.8079, 2.3489)  0.370

Results
net charge	+1
F_max	0.1951	hartree/bohr
LUMO level (alpha / beta)	-4.09 / -4.09	eV
energy relative to the best compared isomer or geometry (same formula, charge and spin)	471.4	kJ/mol
Kohn-Sham gap (alpha / beta)	0.0961 / 0.0968	hartree

---

(3)
The following is a DFT calculation (the ωB97M-V functional and the def2-TZVPD basis) of a 2-piece molecular cluster, C33H34NSi overall in a non-equilibrium geometry.

Each line ends with the Mulliken charge.
CARTESIAN COORDINATES (ANGSTROEM)
C (-0.8200, -4.3853, 2.9155)  -0.919
C (-2.2794, -4.0108, 3.3750)  -0.684
C (-2.1424, -2.5805, 3.8022)  -0.712
C (-0.8935, -2.0906, 3.4826)  -0.189
C (0.0031, -3.1085, 3.0663)  0.825
C (1.3928, -3.2226, 3.4650)  0.477
C (2.1085, -2.2471, 4.2377)  0.149
C (3.4267, -2.4328, 4.6439)  -0.741
C (4.0304, -3.6795, 4.4968)  -0.316
C (3.2684, -4.7447, 3.9814)  -0.800
C (2.0577, -4.4869, 3.3296)  -0.422
H (-0.3885, -5.2496, 3.4614)  0.408
H (-0.9112, -4.6381, 1.8402)  0.387
H (-2.9488, -4.1660, 2.4985)  0.312
H (-2.6557, -4.5999, 4.2215)  0.384
H (-2.9485, -2.0224, 4.2888)  0.468
H (-0.6295, -1.0434, 3.5387)  0.240
H (1.6412, -1.2948, 4.5154)  0.548
H (3.9836, -1.5793, 5.0537)  0.390
H (5.0577, -3.8376, 4.8329)  0.404
H (3.6364, -5.7764, 4.0076)  0.392
H (1.5802, -5.2695, 2.7108)  0.520
C (-4.6674, 2.3789, -2.3275)  -0.498
C (-3.8303, 3.4901, -2.2591)  -0.661
C (-2.4622, 3.3165, -2.0449)  -0.602
C (-1.9219, 2.0319, -1.9068)  0.498
Si (-0.0707, 1.8508, -1.7252)  -0.211
C (0.7720, 3.4499, -2.1821)  0.400
C (1.6584, 4.0052, -1.2485)  -0.392
C (2.2872, 5.2224, -1.5068)  -0.728
C (2.0224, 5.9030, -2.6949)  -0.456
C (1.1281, 5.3690, -3.6293)  -0.768
C (0.5017, 4.1457, -3.3683)  0.052
C (0.4907, 1.3072, -0.0538)  0.196
C (-0.4549, 1.3432, 0.9653)  -0.502
C (-0.1387, 0.7188, 2.1622)  -0.827
C (1.1102, 0.1250, 2.3325)  -0.919
C (2.0246, 0.0191, 1.2892)  -0.873
C (1.7506, 0.7095, 0.1090)  -0.017
C (0.5025, 0.2614, -2.6171)  0.262
C (-0.1749, 0.3128, -3.9936)  -0.466
C (-0.6810, -1.1085, -4.2652)  -0.724
C (-0.4919, -1.9054, -2.9521)  -0.788
N (0.1158, -0.9816, -2.0187)  -0.103
C (-2.7715, 0.9224, -1.9685)  -0.086
C (-4.1420, 1.0895, -2.1964)  -0.758
H (-5.7422, 2.5145, -2.4755)  0.368
H (-4.2287, 4.4972, -2.3718)  0.409
H (-1.8052, 4.1814, -2.0050)  0.418
H (1.8530, 3.4816, -0.3173)  0.233
H (2.9740, 5.6353, -0.7674)  0.399
H (2.5096, 6.8618, -2.8918)  0.368
H (0.9105, 5.9009, -4.5519)  0.400
H (-0.2024, 3.7371, -4.0897)  0.452
H (-1.4297, 1.8121, 0.8389)  0.480
H (-0.9062, 0.6681, 2.9292)  0.576
H (1.3629, -0.2925, 3.2960)  0.717
H (2.9311, -0.5735, 1.3965)  0.464
H (2.5062, 0.7685, -0.6749)  0.420
H (1.5937, 0.4932, -2.6612)  0.321
H (-1.0593, 0.9674, -4.0146)  0.043
H (0.5228, 0.6899, -4.7312)  0.441
H (-1.7540, -1.0511, -4.5062)  0.283
H (-0.1307, -1.5728, -5.0949)  0.344
H (-1.4914, -2.2103, -2.5915)  0.299
H (0.0890, -2.8386, -3.1219)  0.378
H (0.5181, -1.3204, -1.1499)  0.109
H (-2.3597, -0.0792, -1.8429)  0.505
H (-4.7870, 0.2189, -2.2658)  0.420

Results
net charge	+1
F_max	0.0655	hartree/bohr
LUMO level	-5.79	eV
Kohn-Sham gap	0.1335	hartree

---

(4)
The following is a DFT calculation (the ωB97M-V functional and the def2-TZVPD basis) of C31H59AlF4N5 as an isolated structure in a non-equilibrium geometry.

Each line ends with the Mulliken charge.
CARTESIAN COORDINATES (ANGSTROEM)
C (2.5022, -2.1851, 3.6296)  -1.297
C (1.9184, -0.8536, 4.1181)  -0.204
C (2.6951, 0.3478, 3.5180)  -0.921
C (2.0382, 0.9901, 2.2508)  -0.468
C (1.7124, 2.4958, 2.4915)  -0.296
C (0.1912, 2.9029, 2.5365)  -0.823
C (-0.0659, 4.1744, 1.6688)  -0.905
C (-0.8847, 3.9613, 0.3534)  -1.051
C (-0.0164, 4.1681, -0.9061)  -1.136
C (1.1375, 3.1495, -0.7636)  0.289
C (1.5156, 2.4387, -2.0994)  -0.988
C (2.5909, 1.4244, -1.7124)  0.424
C (3.0935, 0.4712, -2.8164)  -0.878
C (2.0838, -0.3221, -3.7215)  -0.786
C (1.9392, -1.8105, -3.2381)  -1.144
C (1.0362, -1.8178, -1.9625)  0.185
C (-0.1701, -2.8119, -2.2083)  -1.195
C (-1.5778, -2.1740, -2.2673)  -0.198
C (-2.5681, -3.3450, -2.5435)  -0.532
C (-4.0567, -2.8983, -2.7051)  -0.629
Al (-5.0553, -2.4034, -0.9970)  -0.083
C (-3.9216, -2.2946, 0.6858)  -0.561
N (-2.7994, -3.2542, 0.7816)  -0.696
C (-5.8500, -0.5022, -1.3240)  0.731
F (-7.0842, -0.6697, -1.9589)  -0.348
F (-6.1005, 0.1830, -0.1618)  -0.329
C (-5.0439, 0.3609, -2.2784)  0.029
F (-3.7270, 0.3755, -1.9989)  -0.112
F (-5.4750, 1.6694, -2.1640)  -0.347
H (3.5558, -2.2973, 3.9124)  0.345
H (1.8866, -2.9885, 4.0374)  0.380
H (2.4502, -2.2759, 2.5387)  0.215
H (0.8606, -0.7847, 3.8574)  0.335
H (1.9798, -0.7682, 5.2089)  0.105
H (3.7216, 0.0725, 3.2542)  0.439
H (2.7742, 1.0957, 4.3175)  0.364
H (2.7425, 0.8915, 1.4173)  -0.177
H (1.1238, 0.4674, 1.9517)  0.583
H (2.1405, 3.0758, 1.6676)  0.210
H (2.1900, 2.8437, 3.4131)  0.391
H (-0.4346, 2.0576, 2.2352)  0.484
H (-0.0662, 3.1026, 3.5829)  0.327
H (0.9050, 4.6234, 1.4314)  0.539
H (-0.6347, 4.8872, 2.2760)  0.505
H (-1.7931, 4.5675, 0.3346)  0.399
H (-1.2116, 2.9260, 0.3194)  0.429
H (-0.5627, 4.0663, -1.8448)  0.497
H (0.4201, 5.1735, -0.8219)  0.324
H (0.7829, 2.3643, -0.0894)  -0.223
H (2.0584, 3.6180, -0.4063)  0.467
H (0.5979, 1.9960, -2.4952)  0.481
H (1.8870, 3.1920, -2.8072)  0.317
H (3.4750, 1.9975, -1.3676)  0.256
H (2.2211, 0.9029, -0.8254)  -0.342
H (3.7931, 0.9751, -3.4957)  0.152
H (3.6744, -0.2951, -2.2865)  0.491
H (2.4422, -0.3749, -4.7572)  0.380
H (1.0667, 0.0700, -3.7487)  0.303
H (1.4399, -2.3462, -4.0531)  0.480
H (2.9341, -2.2370, -3.0906)  0.437
H (1.6515, -2.1829, -1.1334)  0.215
H (0.6152, -0.8364, -1.7504)  -0.001
H (-0.0948, -3.6320, -1.4855)  0.381
H (-0.0342, -3.2653, -3.1985)  0.255
H (-1.5984, -1.4668, -3.1053)  0.399
H (-1.8492, -1.6102, -1.3667)  0.182
H (-2.4147, -4.1694, -1.8451)  0.241
H (-2.2626, -3.7203, -3.5367)  0.325
H (-4.6095, -3.7040, -3.2116)  0.152
H (-4.0383, -2.0207, -3.3751)  0.217
H (-6.3089, -3.3819, -0.7914)  -0.425
H (-4.5948, -2.5113, 1.5377)  0.349
H (-3.6041, -1.2513, 0.8375)  0.253
H (-3.0123, -4.1442, 0.3680)  0.278
H (-1.9271, -2.8773, 0.4554)  0.243
H (-5.1873, 0.0985, -3.3257)  0.131
C (-0.1358, -1.2371, 7.5472)  -0.742
C (0.1943, -2.5413, 6.9726)  0.381
N (0.4641, -3.5255, 6.5013)  -0.412
H (-0.9898, -1.3256, 8.2156)  0.353
H (0.7160, -0.8535, 8.1050)  0.255
H (-0.3790, -0.5395, 6.7472)  0.207
C (1.3299, 4.5282, 5.7458)  -0.911
C (0.6822, 3.2622, 6.0942)  0.522
N (0.1904, 2.2869, 6.3553)  -0.395
H (0.7761, 5.0158, 4.9456)  0.250
H (1.3534, 5.1819, 6.6154)  0.357
H (2.3482, 4.3401, 5.4114)  0.274
C (-5.0570, -4.7895, -6.1477)  -0.694
C (-3.6005, -4.6887, -6.3176)  0.379
N (-2.4879, -4.6175, -6.4593)  -0.380
H (-5.3235, -5.8015, -5.8504)  0.252
H (-5.3904, -4.0949, -5.3790)  0.191
H (-5.5534, -4.5511, -7.0864)  0.293
C (7.2231, 2.1375, -2.8857)  -0.936
C (6.3883, 1.8541, -1.7162)  0.402
N (5.7446, 1.6391, -0.8209)  -0.330
H (7.7997, 3.0442, -2.7156)  0.312
H (7.9048, 1.3081, -3.0611)  0.281
H (6.5933, 2.2737, -3.7626)  0.270

Results
net charge	-1
F_max	0.0692	hartree/bohr
LUMO level	1.87	eV
Kohn-Sham gap	0.2107	hartree

---

Question: Which formula does entry 2 have?
Answer: C30H46O2P2Y